1.
31
Properties=species:S:1:pos:R:3:forces:R:3 method="wB97M-V/def2-TZVPD" multiplicity=1 charge=+1 homo_energy_ha="-0.4061 / -0.4061" homo_lumo_gap_ev="7.2 / 7.2" lumo_ev="-3.8 / -3.8"
C -4.471495 0.138843 0.025299 0.238 0.578 -0.020
C -4.004670 -1.198692 0.036600 0.415 -0.413 -0.003
C -3.592861 1.175508 -0.007937 -0.542 -0.145 0.021
C -2.676149 -1.461899 0.013688 -0.334 -0.130 0.012
C -1.344767 2.078196 -0.040743 -0.124 -0.014 -0.004
C 0.052436 2.044712 -0.037531 0.021 0.198 -0.016
C -2.184533 0.969864 -0.022373 0.518 0.035 -0.013
C -1.707201 -0.401203 -0.010863 -0.158 0.056 0.001
C -0.381603 -0.680646 -0.013743 3.602 5.286 -0.014
C 0.727016 0.872250 -0.024412 -3.185 -5.272 0.048
C 0.467866 -1.884192 -0.047018 -0.029 -0.357 -0.035
C 1.879744 -1.567294 0.475696 -0.010 0.176 -0.045
C 3.428050 0.858059 1.253706 -0.305 -0.055 -0.237
C 3.174470 0.159097 -1.580649 -0.132 -0.018 0.236
P 2.305744 0.149355 0.015293 0.240 -0.004 0.059
H -5.534249 0.323647 0.042748 -0.083 0.073 -0.005
H -4.720366 -2.006226 0.063295 -0.017 -0.090 -0.007
H -3.952114 2.193684 -0.019306 -0.051 0.080 0.004
H -2.318276 -2.480227 0.016149 -0.015 -0.114 0.003
H -1.814302 3.051524 -0.047666 -0.049 0.044 0.010
H 0.591779 2.984340 -0.031809 0.002 0.087 -0.014
H 0.027342 -2.681266 0.557948 0.061 -0.047 -0.076
H 0.525582 -2.251568 -1.077897 -0.013 -0.059 0.067
H 1.893889 -1.615601 1.568632 0.027 0.055 -0.080
H 2.623450 -2.270322 0.094193 0.004 0.088 0.053
H 4.311506 0.229207 1.357040 0.024 -0.007 -0.025
H 2.910884 0.927498 2.211398 0.012 -0.030 -0.057
H 3.730418 1.857885 0.938052 0.003 -0.047 0.010
H 3.335679 1.190075 -1.904232 -0.033 -0.092 0.033
H 2.574807 -0.363448 -2.330295 0.038 0.079 0.094
H 4.141927 -0.341158 -1.473268 -0.124 0.060 0.000

=====

2.
41
Properties=species:S:1:pos:R:3:forces:R:3 method="wB97M-V/def2-TZVPD" multiplicity=3 charge=+2 homo_energy_ha="-0.5512 / -0.5536" homo_lumo_gap_ev="8.6 / 5.8" s2=2.03 lumo_ev="-6.4 / -9.2"
Au -0.014322 -0.970975 -1.694006 -0.045 0.191 -0.356
O -3.463134 1.709815 -2.711939 -0.064 0.029 -0.045
C -2.447551 1.062162 -2.168660 0.142 0.009 0.016
O -2.498396 -0.028093 -1.663143 -0.263 0.015 0.087
C -1.171144 1.865340 -2.242476 0.092 -0.078 -0.102
C -1.206134 3.237874 -2.427425 -0.062 0.019 -0.036
C -0.014186 3.935488 -2.469010 0.017 0.126 -0.039
C 1.173207 3.233777 -2.354529 0.084 -0.014 -0.021
C 1.133375 1.859844 -2.194062 -0.063 -0.084 -0.001
N -0.023863 1.183592 -2.117985 -0.020 -0.004 0.187
C 2.388781 1.030043 -2.026232 -0.148 0.026 -0.047
O 3.514980 1.469316 -2.558677 0.057 0.113 0.002
O 2.356413 -0.001674 -1.408237 0.209 0.039 0.171
H -4.271630 1.170377 -2.672389 0.078 0.004 0.060
H -2.157109 3.739254 -2.531930 0.007 -0.011 -0.009
H -0.006405 5.009381 -2.600106 -0.011 -0.011 0.029
H 2.119019 3.760073 -2.362978 -0.018 0.007 -0.020
H 3.419292 2.262721 -3.105456 -0.051 -0.111 0.021
C 0.888093 -0.047380 1.686623 -0.016 -0.032 -0.179
C 0.822602 -0.095268 3.308420 -0.017 -0.035 0.149
N 0.020107 -1.228229 3.646721 0.008 0.003 -0.271
C -1.337645 -1.078348 3.225703 0.022 -0.018 0.151
C -1.306191 -0.950015 1.608264 0.040 0.005 -0.196
N 0.058363 -1.107570 1.189729 0.000 -0.026 0.528
C 0.577238 -2.392051 1.568678 -0.006 0.046 -0.202
C 0.596418 -2.454251 3.189140 -0.018 0.025 0.170
H 1.912218 -0.188138 1.349112 0.019 -0.002 0.036
H 0.518286 0.915532 1.339742 -0.024 0.014 0.049
H 0.370909 0.816550 3.691000 -0.029 0.012 -0.041
H 1.826741 -0.201759 3.711353 0.021 -0.027 -0.041
H -1.776900 -0.182022 3.656573 0.017 0.036 -0.038
H -1.922959 -1.946562 3.517863 0.007 -0.027 -0.042
H -1.679388 0.026104 1.306579 0.003 0.021 0.051
H -1.930866 -1.722050 1.164059 0.001 -0.033 0.057
H 1.588651 -2.516262 1.187403 0.022 0.007 0.048
H -0.060019 -3.180959 1.176717 -0.022 -0.013 0.047
H 1.618836 -2.549357 3.546179 0.022 0.024 -0.043
H 0.011032 -3.304268 3.531159 -0.035 0.000 -0.046
S 0.369734 -5.246860 -3.227467 0.030 -0.169 -0.119
C 0.108074 -3.917846 -2.369724 -0.149 0.229 0.369
N -0.104514 -2.977313 -1.694604 0.160 -0.307 -0.336

=====

3.
38
Properties=species:S:1:pos:R:3:forces:R:3 method="wB97M-V/def2-TZVPD" multiplicity=1 charge=+1 homo_energy_ha=-0.4103 homo_lumo_gap_ev=8.7 lumo_ev=-2.4
Au -0.555215 -0.091210 -0.217017 0.390 0.156 0.064
O -0.462691 -2.207610 -1.950244 -0.311 -0.360 -0.361
C 0.915385 -2.542030 -2.061641 0.414 -0.042 -0.051
C 1.579974 -1.656648 -3.120255 -0.435 -0.121 0.170
C 1.172067 -0.176491 -3.014735 0.079 -0.259 -0.138
C 1.919030 0.521944 -1.930519 0.256 0.038 -0.442
C 3.200252 1.014565 -2.171211 -0.020 0.084 0.300
C 3.907274 1.625799 -1.153768 -0.220 -0.086 -0.020
C 3.319549 1.711621 0.100275 -0.078 -0.098 -0.035
C 2.050296 1.200397 0.265801 0.332 0.256 0.400
N 1.361623 0.628692 -0.724617 -0.499 -0.238 -0.050
H -0.955354 -2.991065 -1.686754 0.104 0.002 -0.035
H 1.026234 -3.588430 -2.364471 0.065 0.090 0.111
H 1.396146 -2.410602 -1.083193 0.019 -0.013 -0.085
H 1.286600 -2.017047 -4.107027 0.049 -0.013 -0.001
H 2.662531 -1.756777 -3.021791 0.016 -0.060 -0.113
H 0.098670 -0.125380 -2.832918 0.001 0.135 -0.085
H 1.393001 0.305436 -3.967374 -0.057 0.067 0.036
H 3.631124 0.912599 -3.152207 0.008 -0.008 -0.196
H 4.889422 2.032779 -1.330719 0.146 0.007 -0.029
H 3.835622 2.152757 0.937972 -0.004 0.068 0.052
H 1.551730 1.244767 1.220673 -0.067 0.007 0.077
N -2.191399 1.499868 3.701190 -0.147 -0.279 -0.136
C -1.318747 2.537620 3.825499 0.357 0.322 -0.066
C -0.547308 2.521857 2.694045 -0.197 0.175 0.561
N -0.929288 1.503965 1.896962 -0.376 -0.320 -0.009
C -1.923152 0.894314 2.508823 0.482 0.742 0.316
C -2.634769 -0.193827 1.908376 -0.313 -0.508 -0.225
N -2.302857 -0.706960 0.730084 0.231 0.561 0.373
C -3.216108 -1.663992 0.436366 -0.531 -0.317 0.179
C -4.119588 -1.745048 1.454097 -0.026 -0.389 -0.480
N -3.741009 -0.817287 2.380276 0.364 0.311 -0.032
H -2.863503 1.230696 4.401970 0.028 0.032 -0.100
H -1.317467 3.190089 4.673065 -0.032 0.091 0.217
H 0.245003 3.180353 2.401623 0.145 0.223 0.071
H -3.168791 -2.207338 -0.482999 -0.083 -0.174 -0.156
H -4.976079 -2.371900 1.585894 -0.164 -0.110 0.041
H -4.218207 -0.640476 3.250470 0.072 0.027 -0.122

=====

4.
43
Properties=species:S:1:pos:R:3:forces:R:3 method="wB97M-V/def2-TZVPD" multiplicity=3 homo_energy_ha="-0.2898 / -0.2902" homo_lumo_gap_ev="7.0 / 7.6" s2=2.06 lumo_ev="-0.9 / -0.3"
V 0.512244 1.305133 0.158618 0.257 0.661 -0.190
O 1.793530 2.313215 -1.229909 -0.119 -0.316 -0.003
C 2.160906 3.700449 -1.190219 -0.048 -0.041 0.003
C 2.387704 4.117611 0.255947 -0.029 -0.025 -0.083
C 3.218878 5.416774 0.178501 0.051 -0.003 0.028
O 3.474597 6.004640 1.438977 0.001 -0.054 -0.051
C 3.241855 3.080412 0.992696 0.017 -0.155 0.005
Se 2.350097 1.465317 1.690866 -0.157 0.056 -0.072
C 1.070622 4.438788 0.979960 -0.136 0.046 0.087
Se -0.584923 3.504830 0.441586 0.084 -0.358 -0.013
H 1.828336 1.942947 -2.121307 0.014 0.086 0.062
H 1.364990 4.296505 -1.641647 0.017 0.022 -0.022
H 3.086342 3.813325 -1.758201 0.019 0.015 -0.050
H 2.715394 6.125206 -0.491180 0.001 0.011 -0.004
H 4.199530 5.193363 -0.245936 0.003 0.000 -0.009
H 2.659688 6.382242 1.782550 -0.039 0.009 0.021
H 3.665927 3.554060 1.875604 0.027 -0.006 0.007
H 4.062473 2.754195 0.353005 0.002 0.005 -0.008
H 0.826704 5.493218 0.830978 -0.017 0.008 0.004
H 1.179399 4.252142 2.046775 0.040 0.063 0.014
Br -2.885256 0.504054 0.008929 -0.224 0.018 -0.066
C -2.680340 0.616220 1.900002 0.106 0.009 0.041
Br -0.816550 0.387253 2.389241 0.012 -0.225 0.025
H -3.229218 -0.184413 2.376502 -0.050 0.026 0.016
H -2.966584 1.602211 2.240965 -0.043 0.009 -0.025
S 0.378716 -4.814278 1.639584 0.022 -0.105 0.027
C 0.102932 -3.682674 0.478867 -0.266 0.160 0.000
S 0.975154 -2.181292 0.359786 0.246 0.039 -0.175
C -0.036245 -1.669074 -0.970726 -0.007 -0.182 0.303
N -0.931538 -2.530927 -1.291281 -0.009 0.011 -0.080
N -0.838931 -3.655209 -0.504255 0.006 -0.053 -0.036
C -1.826869 -4.663274 -0.735912 -0.033 0.008 -0.010
C -1.463397 -5.994332 -0.840558 0.016 -0.088 0.000
C -2.444850 -6.945819 -1.078747 0.026 -0.013 0.008
C -3.772061 -6.570236 -1.218552 0.013 0.073 0.002
C -4.121153 -5.228716 -1.124401 -0.028 -0.076 -0.010
C -3.150537 -4.272438 -0.881409 0.051 0.083 0.024
S 0.173039 -0.129595 -1.747193 0.184 0.245 0.226
H -0.429862 -6.287875 -0.730984 0.005 0.034 0.008
H -2.163666 -7.987738 -1.158741 -0.004 0.006 0.001
H -4.530588 -7.318783 -1.405183 -0.008 0.006 0.000
H -5.153418 -4.924880 -1.238650 0.001 -0.004 -0.001
H -3.403050 -3.222557 -0.814965 -0.003 -0.007 -0.003

=====

5.
35
Properties=species:S:1:pos:R:3:forces:R:3 method="wB97M-V/def2-TZVPD" multiplicity=1 homo_energy_ha=-0.2410 homo_lumo_gap_ev=5.4 lumo_ev=-1.2
Hf -0.802018 -0.168738 -0.475236 0.318 -0.602 -2.052
Cl -1.440438 1.962491 -1.231908 -0.159 1.240 0.118
Cl -1.582678 -1.980713 0.827369 -0.167 -0.657 1.143
C -2.139400 -0.931645 -1.947632 -1.041 -1.312 -0.581
H -2.672934 -1.956473 -1.836846 1.112 1.743 -0.136
H -2.730647 -0.350336 -2.738626 1.442 -0.671 0.937
C 0.792548 -0.937370 -1.790247 2.663 2.006 2.936
C -0.518584 -1.277835 -2.374069 -2.161 -2.880 -4.342
H 1.293131 -0.479888 -0.796481 -2.061 -0.855 -1.329
C -0.523015 -0.906668 -3.925175 -1.037 -0.410 0.132
H -0.556273 -2.404338 -2.433803 -0.114 0.596 0.328
C 0.710719 -1.360964 -4.707858 -0.706 0.627 0.053
H -1.459507 -1.362288 -4.310845 0.688 0.051 -0.033
H -0.682831 0.158317 -4.041583 0.185 0.449 0.139
C 1.923433 -0.793295 -3.998938 0.443 -0.766 0.090
H 0.724318 -2.454337 -4.707670 0.243 -0.019 -0.097
H 0.643218 -1.015617 -5.761154 -0.012 -0.202 0.548
C 1.991044 -1.420478 -2.585869 0.169 0.272 -0.286
H 2.824695 -1.044042 -4.556056 0.209 0.067 -0.063
H 1.848431 0.299472 -3.911117 0.054 -0.253 -0.017
H 1.928509 -2.527769 -2.661554 0.139 0.346 -0.178
H 2.998527 -1.196405 -2.144439 -1.120 -0.003 0.036
N 0.051759 0.634783 1.295667 0.526 1.740 4.454
C -0.051788 0.980178 2.403648 0.356 -0.646 -2.427
C -0.147995 1.402569 3.738464 0.524 0.665 1.944
C 1.027655 1.777050 4.439554 -1.156 0.068 0.901
C 0.934982 2.169046 5.797404 0.219 -0.368 -1.370
C -0.295050 2.198344 6.440226 -0.511 -0.018 0.221
C -1.462217 1.840324 5.752922 0.754 -0.219 -1.090
C -1.383882 1.444281 4.400212 -0.069 0.147 0.652
H 1.967447 1.748924 3.929202 0.419 0.017 -0.094
H 1.846798 2.438141 6.317249 -0.116 0.006 0.000
H -0.363800 2.500445 7.499275 0.092 -0.189 -0.694
H -2.421164 1.856284 6.243846 -0.086 0.015 0.043
H -2.272991 1.158552 3.852066 -0.038 0.013 0.115

=====

6.
42
Properties=species:S:1:pos:R:3:forces:R:3 method="wB97M-V/def2-TZVPD" multiplicity=3 charge=+2 homo_energy_ha="-0.4790 / -0.4747" homo_lumo_gap_ev="5.9 / 3.1" s2=2.03 lumo_ev="-7.2 / -9.8"
Cu 16.601840 19.762390 26.601100 -1.330 1.174 -1.166
Cu 12.882800 23.700570 24.666240 0.192 -1.328 -0.081
O 12.595740 19.880800 26.785330 0.604 1.280 0.223
C 13.386070 20.907920 26.505440 3.775 3.219 -2.751
O 12.897810 21.947460 25.889680 -0.768 -1.755 1.840
O 14.656670 20.887220 26.629440 0.118 -1.396 1.248
H 11.904820 20.478430 26.490260 -2.998 -0.934 -0.199
O 14.906660 22.371240 24.071320 -2.060 0.806 -0.305
C 16.084280 21.922670 23.667540 2.780 2.731 -2.570
O 16.727160 22.382070 22.736550 -1.043 0.025 -0.873
O 16.596870 21.164890 24.487560 1.786 -4.419 3.070
H 14.988800 21.894690 24.900640 -1.479 -0.020 1.478
N 9.741070 21.284850 24.104550 1.061 -0.595 -0.483
C 10.756290 20.365790 23.959940 0.176 -1.383 2.773
C 11.773760 20.834750 23.157890 -1.984 -1.812 0.762
C 11.162110 21.943840 22.563980 4.090 1.121 -1.364
C 10.067580 22.248950 23.247480 -3.053 2.913 -0.717
H 8.889320 21.308690 24.646810 0.341 -0.574 -0.026
H 10.687880 19.537480 24.649590 0.355 -0.353 -0.223
H 12.731000 20.353080 23.023340 -0.291 0.137 -0.414
H 11.697410 22.411760 21.751020 -0.621 0.718 -0.038
H 9.375320 23.060980 23.080760 0.059 0.030 -0.119
N 16.140450 17.931170 23.588030 1.476 -0.296 -0.103
C 16.170350 16.878780 24.445150 -0.651 -0.218 0.644
C 14.914940 16.845390 25.134440 0.215 1.291 -0.553
C 14.233190 17.997690 24.694270 -1.078 -2.460 2.348
C 15.000710 18.594390 23.749120 -0.434 2.567 -1.055
H 16.927060 18.341070 23.105000 0.107 -0.268 -0.206
H 17.053240 16.284300 24.628180 -0.050 -0.076 -0.364
H 14.566920 16.141380 25.875830 0.235 -0.066 -0.149
H 13.283350 18.330850 25.085670 0.024 0.014 -0.316
H 14.722730 19.507890 23.244500 0.497 -0.159 -0.357
N 16.248040 21.628890 30.831170 0.188 0.925 0.231
C 15.365130 22.159340 29.919640 0.707 -1.886 -0.155
C 15.019730 23.411490 30.334180 0.197 3.719 2.737
C 15.752520 23.753580 31.532340 -1.549 -1.375 -2.699
C 16.525760 22.597880 31.742320 0.738 -1.332 0.822
H 16.653460 20.703990 30.848810 -0.031 0.110 -0.157
H 15.110190 21.582690 29.042780 -0.338 0.149 -0.142
H 14.319240 24.128790 29.932700 -0.044 -0.425 -0.468
H 15.686880 24.615580 32.179670 0.077 0.031 -0.254
H 17.248000 22.373070 32.513170 0.004 0.173 0.129